{"formula": "C39H88MnN11O11", "method": "ωB97M-V/def2-TZVPD", "species": ["Mn", "C", "C", "C", "C", "C", "C", "N", "O", "C", "C", "C", "H", "H", "H", "H", "H", "H", "H", "H", "H", "H", "H", "H", "H", "H", "H", "H", "H", "H", "C", "C", "O", "N", "C", "H", "H", "H", "H", "H", "H", "H", "C", "C", "O", "N", "C", "H", "H", "H", "H", "H", "H", "H", "C", "C", "O", "N", "C", "H", "H", "H", "H", "H", "H", "H", "C", "C", "O", "N", "C", "H", "H", "H", "H", "H", "H", "H", "C", "C", "O", "N", "C", "H", "H", "H", "H", "H", "H", "H", "C", "C", "O", "N", "C", "H", "H", "H", "H", "H", "H", "H", "C", "C", "O", "N", "C", "H", "H", "H", "H", "H", "H", "H", "C", "C", "O", "N", "C", "H", "H", "H", "H", "H", "H", "H", "C", "C", "O", "N", "C", "H", "H", "H", "H", "H", "H", "H", "C", "C", "O", "N", "C", "H", "H", "H", "H", "H", "H", "H"], "xyz": [[-0.181, -3.730, -1.187], [-2.405, -0.355, 0.851], [-1.019, 0.297, 0.573], [-0.865, 1.354, 1.698], [0.428, 2.006, 1.856], [1.546, 0.977, 1.953], [1.468, -0.160, 0.891], [0.029, -0.648, 0.730], [-0.183, -1.858, -0.136], [2.379, -1.292, 1.414], [1.978, 0.349, -0.468], [-1.210, 0.972, -0.816], [-3.176, 0.314, 1.235], [-2.148, -1.006, 1.686], [-2.891, -0.846, 0.008], [-1.163, 0.871, 2.629], [-1.636, 2.109, 1.541], [0.443, 2.641, 2.742], [0.762, 2.627, 1.025], [1.418, 0.439, 2.893], [2.530, 1.422, 1.807], [2.679, -2.096, 0.743], [1.966, -1.736, 2.320], [3.293, -0.868, 1.830], [1.747, -0.386, -1.239], [3.043, 0.583, -0.486], [1.407, 1.248, -0.698], [-2.236, 1.298, -0.984], [-0.845, 0.326, -1.615], [-0.719, 1.932, -0.972], [-3.384, 0.336, 5.098], [-3.718, 1.731, 4.698], [-3.730, 2.667, 5.468], [-3.947, 1.939, 3.373], [-4.180, 3.185, 2.693], [-2.312, 0.215, 5.253], [-3.687, -0.401, 4.354], [-3.841, 0.088, 6.056], [-3.870, 1.144, 2.755], [-4.363, 3.014, 1.633], [-3.353, 3.846, 2.956], [-5.066, 3.598, 3.174], [-3.744, 2.461, -4.312], [-2.259, 2.925, -4.301], [-1.414, 2.320, -3.673], [-1.974, 4.091, -4.951], [-0.594, 4.612, -4.910], [-3.971, 2.088, -5.311], [-4.405, 3.207, -3.869], [-3.818, 1.659, -3.578], [-2.520, 4.193, -5.794], [-0.688, 5.592, -5.377], [0.265, 4.084, -5.323], [-0.416, 4.762, -3.845], [4.109, 4.288, 1.106], [3.064, 5.127, 0.498], [2.373, 5.893, 1.131], [3.095, 5.183, -0.793], [2.203, 5.988, -1.643], [4.384, 4.780, 2.039], [4.974, 4.120, 0.464], [3.743, 3.271, 1.244], [3.936, 4.704, -1.082], [1.972, 5.527, -2.604], [2.590, 6.993, -1.812], [1.242, 6.136, -1.150], [0.836, -5.085, 2.253], [1.894, -4.802, 1.183], [1.542, -4.352, 0.102], [3.163, -5.118, 1.430], [4.181, -4.889, 0.437], [1.204, -4.909, 3.264], [0.587, -6.144, 2.311], [-0.154, -4.637, 2.163], [3.467, -5.693, 2.203], [4.482, -3.842, 0.392], [3.921, -5.327, -0.527], [4.944, -5.554, 0.842], [-3.054, 4.355, -0.973], [-2.662, 5.053, 0.274], [-3.416, 5.844, 0.878], [-1.386, 4.810, 0.584], [-0.683, 5.651, 1.648], [-3.154, 5.069, -1.791], [-3.970, 3.796, -0.780], [-2.349, 3.561, -1.220], [-0.798, 4.139, 0.109], [0.033, 5.043, 2.202], [-1.417, 5.938, 2.401], [-0.208, 6.553, 1.261], [3.529, -3.349, -3.605], [2.123, -2.807, -3.292], [1.347, -3.465, -2.512], [1.750, -1.715, -3.928], [0.401, -1.200, -3.851], [3.995, -3.653, -2.668], [4.230, -2.760, -4.197], [3.409, -4.276, -4.165], [2.407, -1.306, -4.578], [0.106, -1.207, -2.801], [-0.313, -1.597, -4.573], [0.506, -0.161, -4.162], [-3.923, -4.406, 0.786], [-2.701, -5.206, 0.827], [-1.645, -4.805, 0.206], [-2.757, -6.416, 1.344], [-1.703, -7.390, 1.586], [-3.587, -3.531, 1.342], [-4.700, -4.942, 1.331], [-4.204, -4.136, -0.232], [-3.681, -6.607, 1.704], [-2.105, -8.393, 1.441], [-1.139, -7.341, 2.517], [-0.905, -7.213, 0.865], [-2.130, -3.035, 7.921], [-1.266, -3.204, 6.645], [-1.291, -4.319, 6.074], [-0.692, -2.108, 6.084], [0.164, -2.177, 4.996], [-1.719, -3.733, 8.651], [-3.180, -3.264, 7.738], [-2.019, -2.010, 8.274], [-0.724, -1.192, 6.507], [0.641, -3.143, 4.828], [0.876, -1.449, 5.382], [-0.399, -1.765, 4.158], [7.087, 4.263, -3.910], [6.114, 3.953, -2.775], [5.748, 4.879, -2.020], [5.820, 2.603, -2.626], [5.015, 1.958, -1.563], [7.603, 3.319, -4.082], [7.751, 5.113, -3.756], [6.593, 4.447, -4.864], [6.082, 1.954, -3.354], [5.011, 0.879, -1.718], [4.077, 2.391, -1.214], [5.690, 2.233, -0.753], [-3.823, -2.261, -2.815], [-2.701, -3.214, -3.232], [-1.950, -3.541, -2.334], [-2.553, -3.538, -4.500], [-1.537, -4.471, -4.928], [-4.556, -2.936, -2.375], [-4.339, -1.676, -3.576], [-3.512, -1.478, -2.124], [-2.979, -2.955, -5.206], [-1.544, -5.510, -4.599], [-0.581, -4.247, -4.455], [-1.353, -4.494, -6.002]], "lowdin_charge": [0.964, -0.034, -0.506, -0.153, -0.195, -0.120, -0.450, -0.093, -0.320, -0.030, -0.019, -0.039, 0.055, 0.079, 0.061, 0.115, 0.104, 0.123, 0.099, 0.113, 0.104, 0.057, 0.074, 0.081, 0.064, 0.052, 0.072, 0.067, 0.057, 0.052, -0.005, -0.565, 0.057, -0.013, -0.060, 0.066, 0.075, 0.087, 0.082, 0.082, 0.087, 0.095, 0.007, -0.547, 0.032, 0.003, -0.068, 0.077, 0.078, 0.064, 0.131, 0.085, 0.081, 0.073, 0.013, -0.633, 0.041, 0.029, -0.028, 0.102, 0.063, 0.068, 0.070, 0.068, 0.088, 0.072, 0.028, -0.495, -0.026, 0.025, -0.059, 0.077, 0.060, 0.080, 0.151, 0.090, 0.087, 0.091, -0.009, -0.591, 0.015, 0.046, -0.028, 0.096, 0.082, 0.043, 0.103, 0.058, 0.077, 0.076, 0.030, -0.436, -0.094, 0.048, -0.034, 0.076, 0.082, 0.091, 0.152, 0.062, 0.088, 0.095, 0.037, -0.484, -0.081, 0.048, -0.041, 0.106, 0.091, 0.089, 0.141, 0.095, 0.081, 0.081, 0.004, -0.496, -0.014, -0.031, -0.097, 0.081, 0.082, 0.066, 0.134, 0.080, 0.095, 0.086, -0.003, -0.472, 0.020, -0.003, -0.062, 0.069, 0.090, 0.081, 0.120, 0.084, 0.060, 0.086, 0.039, -0.514, -0.022, 0.055, -0.058, 0.086, 0.079, 0.076, 0.155, 0.095, 0.061, 0.097], "e_above_lowest_ev": 1.621, "charge": 1, "multiplicity": 6, "s2": 8.7541}


{"formula": "C39H91Br2FIN5O8P", "method": "ωB97M-V/def2-TZVPD", "species": ["C", "C", "P", "N", "F", "I", "C", "C", "C", "C", "C", "C", "C", "C", "C", "C", "C", "Br", "C", "C", "Br", "H", "H", "H", "H", "H", "H", "H", "H", "H", "H", "H", "H", "H", "H", "H", "H", "H", "H", "H", "H", "H", "H", "H", "H", "H", "H", "H", "H", "H", "H", "H", "C", "O", "C", "C", "N", "C", "C", "O", "C", "H", "H", "H", "H", "H", "H", "H", "H", "H", "H", "H", "H", "H", "H", "H", "C", "O", "C", "C", "N", "C", "C", "O", "C", "H", "H", "H", "H", "H", "H", "H", "H", "H", "H", "H", "H", "H", "H", "H", "C", "O", "C", "C", "N", "C", "C", "O", "C", "H", "H", "H", "H", "H", "H", "H", "H", "H", "H", "H", "H", "H", "H", "H", "C", "O", "C", "C", "N", "C", "C", "O", "C", "H", "H", "H", "H", "H", "H", "H", "H", "H", "H", "H", "H", "H", "H", "H"], "xyz": [[4.416, 0.809, -0.885], [4.332, 1.175, -2.517], [2.781, 2.220, -2.992], [2.120, 1.914, -1.367], [2.063, 0.708, -3.573], [3.975, 4.159, -1.998], [1.190, 3.241, -3.342], [-0.216, 2.544, -2.908], [-1.345, 2.780, -4.117], [-2.879, 2.483, -3.584], [-0.959, 2.033, -5.525], [-1.316, 0.435, -5.588], [0.098, -0.402, -5.901], [0.278, -1.856, -5.558], [-0.073, -2.993, -6.721], [0.796, -2.423, -4.100], [3.331, 2.556, -4.765], [4.810, 1.397, -5.508], [3.675, 4.071, -5.239], [3.261, 4.205, -6.861], [5.680, 4.467, -5.322], [5.498, 0.309, -0.778], [3.670, -0.031, -0.562], [4.454, 1.747, -0.195], [4.323, 0.082, -2.998], [5.357, 1.743, -2.698], [1.709, 2.753, -0.913], [1.524, 1.066, -1.305], [1.068, 3.611, -4.442], [1.301, 4.228, -2.678], [-0.644, 3.143, -1.972], [-0.181, 1.421, -2.608], [-1.304, 3.952, -4.340], [-3.550, 3.346, -4.063], [-3.333, 1.468, -3.953], [-2.859, 2.554, -2.413], [-1.503, 2.627, -6.405], [0.203, 2.123, -5.784], [-2.007, 0.284, -6.545], [-1.853, 0.015, -4.637], [0.996, 0.133, -6.455], [0.213, -4.045, -6.264], [-1.214, -2.869, -6.959], [0.607, -2.736, -7.646], [0.021, -2.283, -3.232], [0.982, -3.596, -4.203], [1.859, -1.962, -3.827], [2.400, 2.214, -5.441], [3.058, 4.934, -4.749], [2.395, 3.495, -7.180], [2.856, 5.314, -7.041], [4.205, 4.108, -7.565], [-5.986, 0.711, 3.453], [-4.685, 0.924, 3.979], [-3.887, -0.265, 4.014], [-2.734, -0.166, 3.002], [-3.226, -0.241, 1.621], [-2.214, 0.107, 0.618], [-1.665, 1.547, 0.636], [-2.629, 2.540, 0.278], [-3.443, 2.987, 1.354], [-6.570, 1.623, 3.602], [-5.944, 0.505, 2.380], [-6.492, -0.112, 3.972], [-4.486, -1.171, 3.853], [-3.461, -0.329, 5.019], [-2.028, -0.991, 3.177], [-2.213, 0.777, 3.184], [-4.009, 0.398, 1.515], [-2.677, -0.065, -0.362], [-1.378, -0.599, 0.697], [-0.886, 1.604, -0.133], [-1.170, 1.802, 1.579], [-2.913, 2.974, 2.312], [-4.351, 2.385, 1.409], [-3.747, 4.016, 1.143], [-1.704, -7.712, 4.486], [-0.415, -7.337, 4.023], [-0.295, -7.366, 2.597], [-0.142, -5.940, 2.043], [-1.390, -5.180, 2.169], [-1.234, -3.746, 1.901], [-0.327, -2.943, 2.853], [-0.839, -2.828, 4.183], [-0.523, -3.923, 5.034], [-1.663, -7.809, 5.575], [-2.444, -6.947, 4.239], [-2.009, -8.678, 4.065], [-1.133, -7.893, 2.121], [0.616, -7.926, 2.368], [0.141, -5.993, 0.982], [0.671, -5.457, 2.591], [-1.748, -5.288, 3.114], [-2.240, -3.311, 1.948], [-0.883, -3.613, 0.871], [-0.282, -1.918, 2.466], [0.707, -3.303, 2.861], [0.446, -4.372, 4.793], [-1.317, -4.670, 4.987], [-0.485, -3.552, 6.061], [10.691, 9.269, -1.393], [10.376, 7.888, -1.500], [9.695, 7.372, -0.351], [8.241, 7.015, -0.706], [7.438, 8.219, -0.948], [6.126, 7.940, -1.540], [6.103, 7.308, -2.946], [6.591, 8.170, -3.977], [8.003, 8.148, -4.144], [11.336, 9.540, -2.234], [9.787, 9.880, -1.445], [11.232, 9.479, -0.462], [9.741, 8.061, 0.502], [10.215, 6.455, -0.061], [7.796, 6.448, 0.123], [8.264, 6.372, -1.589], [7.946, 8.833, -1.580], [5.600, 8.901, -1.595], [5.552, 7.308, -0.851], [5.053, 7.117, -3.195], [6.598, 6.332, -2.982], [8.436, 7.168, -3.917], [8.462, 8.924, -3.529], [8.223, 8.387, -5.188], [-7.743, -8.959, 4.459], [-8.339, -7.674, 4.558], [-8.781, -7.356, 5.883], [-7.917, -6.233, 6.481], [-6.559, -6.703, 6.780], [-5.622, -5.623, 7.105], [-5.317, -4.594, 5.998], [-4.600, -5.134, 4.886], [-5.418, -5.745, 3.896], [-7.576, -9.179, 3.400], [-6.777, -8.982, 4.969], [-8.402, -9.733, 4.872], [-8.799, -8.239, 6.536], [-9.808, -6.992, 5.794], [-8.384, -5.872, 7.408], [-7.899, -5.410, 5.762], [-6.198, -7.204, 5.973], [-4.678, -6.106, 7.385], [-5.981, -5.097, 7.998], [-4.655, -3.838, 6.436], [-6.208, -4.051, 5.665], [-6.398, -5.266, 3.811], [-5.527, -6.810, 4.110], [-4.907, -5.657, 2.934]], "lowdin_charge": [-0.243, -0.489, 0.220, -0.253, -0.340, 0.647, -0.344, -0.212, -0.339, -0.101, -0.193, -0.181, -0.089, -0.267, -0.110, -0.106, -0.796, 0.567, -0.760, -0.206, 0.519, 0.060, 0.058, 0.026, 0.067, 0.035, 0.011, 0.039, 0.069, 0.044, 0.109, 0.098, 0.133, 0.082, 0.063, 0.066, 0.115, 0.087, 0.114, 0.101, 0.109, 0.065, 0.076, 0.078, 0.068, 0.066, 0.085, 0.052, 0.073, 0.068, 0.082, 0.051, -0.119, -0.200, -0.195, -0.191, -0.048, -0.185, -0.203, -0.196, -0.097, 0.087, 0.076, 0.083, 0.118, 0.119, 0.090, 0.105, 0.065, 0.120, 0.106, 0.096, 0.113, 0.089, 0.067, 0.087, -0.111, -0.199, -0.204, -0.204, -0.052, -0.190, -0.214, -0.197, -0.092, 0.090, 0.063, 0.087, 0.120, 0.116, 0.124, 0.099, 0.065, 0.114, 0.120, 0.102, 0.112, 0.090, 0.068, 0.087, -0.122, -0.201, -0.207, -0.201, -0.060, -0.195, -0.263, -0.192, -0.104, 0.087, 0.075, 0.084, 0.117, 0.116, 0.125, 0.104, 0.063, 0.115, 0.107, 0.091, 0.067, 0.091, 0.064, 0.085, -0.116, -0.200, -0.205, -0.206, -0.057, -0.196, -0.213, -0.200, -0.096, 0.090, 0.075, 0.087, 0.120, 0.117, 0.122, 0.099, 0.066, 0.117, 0.116, 0.120, 0.108, 0.091, 0.067, 0.090], "charge": -1}


We obtain E_tot values of -112100.328, -225927.394 eV for the records listed above, in that order.